{"formula": "C7H14N2O5", "method": "ωB97M-V/def2-TZVPD", "relative_energy_kj_mol": 204.1, "fmax_ha_per_bohr": 0.089, "gap_ha": 0.3646, "symbols": ["C", "C", "C", "C", "C", "C", "C", "H", "H", "H", "H", "H", "H", "H", "H", "H", "H", "H", "H", "H", "H", "N", "N", "O", "O", "O", "O", "O"], "xyz": [[-1.9320, 0.4556, 0.7448], [-0.7705, 0.8173, -0.0870], [-1.7032, -1.0154, 1.2013], [-1.6685, -2.0053, -0.0435], [1.5074, 0.7767, -0.6717], [1.7045, -0.7746, -0.9744], [2.9271, 1.3035, -0.4227], [-3.4048, 1.6786, -0.0420], [-2.9414, 0.4745, -0.9340], [-1.9535, 1.0483, 1.5854], [-2.4871, -1.2624, 1.9478], [-0.8030, -0.9972, 2.8824], [-1.2992, -1.3896, -0.8846], [-2.7277, -1.9149, -0.2343], [-1.2878, -3.0414, 0.0562], [0.5790, 0.3772, 1.2867], [1.0270, 1.4394, -1.5306], [3.5046, 1.0602, -1.2437], [3.3048, 0.7451, 0.4108], [3.6570, 2.6422, 0.6447], [2.2454, -1.9819, -2.2766], [-3.1309, 0.7303, -0.0104], [0.4871, 0.8872, 0.4146], [-0.9659, 0.9891, -1.2704], [-0.4966, -1.0820, 1.9612], [1.2849, -1.6797, -0.2060], [3.0707, 2.7123, -0.1257], [2.2725, -0.9932, -2.1783]], "lowdin_charge": [-0.278, -0.485, -0.324, -0.010, -0.150, -0.395, -0.201, 0.073, 0.047, 0.129, 0.146, 0.112, 0.069, 0.064, 0.097, 0.123, 0.196, 0.094, 0.121, 0.086, 0.152, 0.089, 0.139, 0.048, -0.073, 0.069, -0.047, 0.110]}



{"formula": "C4H9NO2", "method": "ωB97M-V/def2-TZVPD", "relative_energy_kj_mol": 596.8, "fmax_ha_per_bohr": 0.035, "gap_ha": 0.3033, "symbols": ["C", "C", "O", "C", "C", "O", "N", "H", "H", "H", "H", "H", "H", "H", "H", "H"], "xyz": [[-2.2820, -0.2501, -0.2220], [-0.6591, 0.3756, -0.9085], [-0.1276, 1.4764, -0.5177], [-0.4097, -0.7607, -0.0958], [1.9143, -0.1872, 0.1363], [2.5988, -1.1428, -0.1562], [2.3837, 0.7494, 1.0345], [-2.4552, -0.2114, 0.8501], [-2.5905, -1.2071, -0.6344], [-2.9027, 0.5282, -0.6966], [-0.9112, 0.2618, -1.9593], [0.9679, 0.8320, -0.2463], [-0.2851, -0.5993, 0.9670], [-0.3395, -1.7778, -0.4708], [3.3647, 0.7416, 1.2520], [1.7334, 1.1714, 1.6679]], "lowdin_charge": [0.011, -0.467, -0.055, 0.015, -0.484, -0.016, 0.081, 0.075, 0.072, 0.094, 0.147, 0.130, 0.106, 0.125, 0.085, 0.080]}



{"formula": "C17H27O13", "method": "ωB97M-V/def2-TZVPD", "fmax_ha_per_bohr": 0.106, "s2": 0.75, "gap_ha": [0.3791, 0.3174], "multiplicity": 2, "symbols": ["C", "O", "H", "H", "H", "C", "C", "C", "O", "C", "O", "O", "H", "H", "H", "H", "H", "H", "C", "C", "C", "O", "C", "O", "O", "H", "H", "H", "H", "H", "H", "C", "C", "C", "O", "C", "O", "O", "H", "H", "H", "H", "H", "H", "C", "C", "C", "O", "C", "O", "O", "H", "H", "H", "H", "H", "H"], "xyz": [[-1.2019, 0.1105, -0.3198], [-2.4934, 0.5951, -0.5474], [-0.8411, -0.6123, -1.0516], [-0.5355, 0.9436, -0.0963], [-1.1732, -0.5457, 0.5500], [3.8719, -0.9213, -3.1827], [2.8996, -0.0331, -2.4852], [2.7131, -0.3791, -1.0332], [3.0594, 0.8060, -0.3856], [3.4603, 1.7372, -1.1922], [3.8032, 2.8315, -0.9153], [3.4650, 1.2260, -2.4344], [4.7377, -1.1342, -2.5558], [4.2670, -0.5741, -4.1375], [3.3417, -1.8486, -3.3999], [1.9937, -0.0684, -3.0904], [3.4455, -1.1563, -0.8146], [1.7144, -0.7718, -0.8425], [1.7397, 5.4529, 2.1590], [0.6245, 4.4472, 1.9708], [1.0195, 3.0170, 1.6460], [0.5482, 2.2382, 2.7414], [-0.0288, 3.0438, 3.5505], [-0.5540, 2.6618, 4.5537], [-0.0183, 4.3330, 3.1274], [1.9370, 5.5915, 3.2220], [1.5459, 6.3928, 1.6421], [2.6589, 5.1192, 1.6776], [-0.1237, 4.5775, 1.1889], [2.1033, 2.9048, 1.6146], [0.5854, 2.5970, 0.7387], [-2.1679, -3.5101, -4.1606], [-2.4559, -1.9531, -4.1555], [-2.4404, -1.3015, -5.5485], [-3.6071, -0.6124, -5.5575], [-4.2866, -0.7537, -4.4243], [-5.2299, -0.1366, -3.9851], [-3.7428, -1.6600, -3.6534], [-1.3233, -3.6400, -4.8373], [-2.9479, -3.9219, -4.8009], [-1.9348, -3.9813, -3.2057], [-1.7338, -1.5586, -3.4406], [-2.3764, -2.1946, -6.1701], [-1.5708, -0.6680, -5.7233], [-2.2534, -2.4615, 3.4231], [-1.0490, -1.7215, 4.0613], [-1.0452, -1.3731, 5.5482], [0.1964, -2.0102, 5.9085], [0.8750, -2.5537, 4.9193], [1.8104, -3.3933, 4.9774], [0.1286, -2.4614, 3.8774], [-2.2201, -2.3210, 2.3427], [-3.2284, -2.1645, 3.8095], [-2.0943, -3.5015, 3.7080], [-0.8948, -0.7314, 3.6323], [-2.0018, -1.7094, 5.9482], [-0.9706, -0.2874, 5.6086]], "lowdin_spin": [0.090, 0.842, 0.010, 0.007, 0.048, 0.000, 0.000, 0.000, 0.000, 0.000, 0.000, 0.000, 0.000, 0.000, 0.000, 0.000, 0.000, 0.000, 0.000, 0.000, 0.000, 0.000, 0.000, 0.000, 0.000, 0.000, 0.000, 0.000, 0.000, 0.000, 0.000, 0.000, 0.000, 0.000, 0.000, 0.000, 0.000, 0.000, 0.000, 0.000, 0.000, 0.000, 0.000, 0.000, 0.000, 0.000, 0.000, 0.000, 0.000, 0.000, 0.000, 0.000, 0.000, 0.000, 0.000, 0.000, 0.000]}



{"formula": "C24H35NO6", "method": "ωB97M-V/def2-TZVPD", "relative_energy_kj_mol": 2363.4, "fmax_ha_per_bohr": 0.354, "gap_ha": 0.2698, "symbols": ["C", "H", "H", "C", "N", "C", "H", "H", "C", "H", "H", "H", "C", "C", "H", "H", "C", "C", "C", "C", "C", "C", "C", "H", "O", "C", "H", "H", "H", "O", "C", "H", "H", "H", "O", "C", "H", "H", "H", "H", "C", "C", "C", "C", "C", "C", "O", "H", "H", "O", "C", "H", "H", "H", "H", "O", "C", "H", "H", "H", "H", "H", "H", "H", "H", "H"], "xyz": [[2.2619, 4.5714, 0.0098], [2.5415, 4.3556, -1.1311], [2.4496, 5.7354, 0.0539], [3.3045, 3.8231, 0.7737], [3.3666, 2.2389, 0.5371], [3.5773, 1.8410, -0.5928], [2.6481, 1.7398, -1.1195], [4.2946, 2.6713, -1.2215], [4.2622, 0.5872, -0.7163], [4.7721, 0.3021, -1.6115], [5.0613, 0.7627, 0.1274], [3.5112, -0.1351, -0.4727], [2.4038, 1.4621, 1.3333], [0.9458, 1.7276, 0.9757], [0.9088, 1.6748, -0.2758], [0.3219, 2.4734, 1.4605], [0.2191, 0.2054, 1.4181], [-1.3146, 0.2723, 1.0441], [-1.8091, 1.4304, 0.1970], [-3.2899, 1.2654, 0.0148], [-4.0338, 0.0775, 0.1642], [-3.4585, -0.8306, 1.1546], [-2.0126, -0.6853, 1.3957], [-1.5727, -1.5273, 2.0706], [-4.1184, -1.8276, 1.1024], [-3.4676, -2.9814, 2.1373], [-4.3404, -3.9076, 2.3186], [-2.6805, -3.3425, 1.6111], [-3.2879, -2.6430, 3.2190], [-5.2970, -0.0840, 0.0074], [-5.6380, -0.9885, -0.9986], [-5.1404, -1.0195, -2.0241], [-5.3925, -2.0349, -0.4930], [-6.7421, -1.1477, -1.1516], [-3.7460, 2.2343, -0.7912], [-5.0225, 2.6190, -1.1432], [-5.7119, 2.3069, -0.5030], [-5.3310, 1.7099, -1.6871], [-5.1740, 3.4671, -1.5737], [-1.5165, 2.3424, 0.0380], [0.9474, -0.9493, 0.9805], [0.6766, -1.0624, -0.3170], [1.3063, -2.3142, -1.0672], [2.0109, -3.3147, -0.2402], [2.0218, -2.8640, 1.0234], [1.6981, -1.8513, 1.6204], [1.7511, -1.7425, 3.0207], [1.4393, -0.9275, 3.2910], [2.6653, -3.5223, 1.6412], [2.5347, -4.2502, -0.6447], [2.6801, -4.5667, -2.1159], [3.1869, -3.7991, -2.7050], [3.3830, -5.4933, -2.2682], [1.7007, -4.8297, -2.3462], [1.4706, -2.5155, -2.0411], [0.2070, -0.1105, -1.1025], [-0.0763, -0.5174, -2.7448], [-0.7401, 0.3832, -2.9748], [-0.5710, -1.2943, -2.8132], [1.0327, -0.4944, -2.9482], [0.2563, 0.2684, 2.3784], [2.4581, 2.0077, 2.5672], [2.8044, 0.6246, 1.3933], [2.9016, 4.0574, 1.9558], [4.2616, 4.1476, 0.5905], [1.2402, 4.1883, 0.2090]], "lowdin_charge": [-0.145, 0.099, 0.108, -0.187, -0.197, -0.527, 0.097, 0.194, -0.069, 0.067, 0.139, 0.058, -0.155, -0.064, 0.159, 0.098, -0.142, -0.188, 0.113, -0.145, -0.236, -0.298, -0.024, 0.153, -0.015, 0.086, 0.154, 0.021, 0.107, -0.071, -0.091, 0.115, 0.119, 0.098, -0.066, -0.043, 0.050, 0.105, 0.044, 0.034, -0.187, -0.229, 0.124, -0.474, -0.021, -0.304, 0.104, 0.046, 0.167, 0.052, 0.053, 0.098, 0.130, 0.071, 0.016, -0.116, 0.167, 0.118, -0.028, 0.111, 0.066, 0.193, 0.010, 0.163, 0.062, 0.054]}



{"formula": "C26H31IrN2O2", "method": "ωB97M-V/def2-TZVPD", "relative_energy_kj_mol": 178.8, "fmax_ha_per_bohr": 0.082, "s2": 8.83, "gap_ha": [0.2217, 0.1675], "multiplicity": 6, "charge": 3, "symbols": ["Ir", "C", "C", "C", "C", "C", "C", "C", "N", "C", "C", "C", "C", "C", "C", "C", "N", "C", "C", "C", "C", "H", "H", "H", "H", "H", "H", "H", "H", "H", "H", "H", "H", "H", "H", "H", "H", "H", "H", "H", "H", "H", "H", "H", "H", "C", "C", "O", "C", "C", "C", "C", "C", "C", "O", "H", "H", "H", "H", "H", "H", "H"], "xyz": [[-1.5415, -1.5756, -0.0103], [5.7901, -1.5588, -0.0288], [4.9050, -0.3135, -0.0188], [5.1947, 0.5137, 1.2468], [5.1907, 0.5310, -1.2739], [3.4343, -0.6790, -0.0190], [2.9542, -1.9759, -0.0267], [1.5598, -2.2330, -0.0264], [0.6525, -1.2803, -0.0193], [1.0770, 0.0199, -0.0106], [2.4527, 0.3263, -0.0105], [0.0530, 1.0305, -0.0006], [0.3406, 2.4115, 0.0062], [-0.6729, 3.3754, 0.0148], [-1.9680, 2.8751, 0.0146], [-2.2098, 1.4807, 0.0076], [-1.2413, 0.5866, 0.0011], [-0.4049, 4.8685, 0.0237], [-1.0524, 5.4597, 1.2897], [-1.0578, 5.4760, -1.2318], [1.0910, 5.1746, 0.0225], [6.8338, -1.2495, -0.0283], [5.6361, -2.1665, -0.9231], [5.6390, -2.1787, 0.8577], [6.2504, 0.7825, 1.2557], [4.9852, -0.0535, 2.1548], [4.6267, 1.4463, 1.2768], [6.2463, 0.8000, -1.2824], [4.6225, 1.4639, -1.2893], [4.9783, -0.0238, -2.1889], [3.6270, -2.8225, -0.0333], [1.1929, -3.2529, -0.0324], [2.7688, 1.3587, -0.0033], [1.3686, 2.7393, 0.0047], [-2.8237, 3.5376, 0.0203], [-3.2245, 1.0996, 0.0080], [-2.1347, 5.3239, 1.3030], [-0.8611, 6.5319, 1.3130], [-0.6325, 5.0244, 2.1980], [-2.1402, 5.3403, -1.2422], [-0.6419, 5.0525, -2.1475], [-0.8666, 6.5484, -1.2420], [1.5946, 4.7856, 0.9116], [1.2304, 6.2543, 0.0292], [1.5909, 4.7973, -0.8737], [-6.0202, -2.2933, -0.1216], [-4.5690, -2.6347, -0.0661], [-3.7595, -1.6901, -0.0727], [-4.1436, -4.0499, -0.0058], [-5.1079, -5.0286, -0.0025], [-4.7962, -6.4122, 0.0531], [-3.4686, -6.8394, 0.1075], [-2.4722, -5.9038, 0.1063], [-2.7552, -4.4820, 0.0506], [-1.7385, -3.7221, 0.0556], [-6.1330, -1.2148, -0.1613], [-6.5402, -2.6778, 0.7582], [-6.4864, -2.7368, -1.0039], [-6.1539, -4.7600, -0.0435], [-5.6052, -7.1307, 0.0525], [-3.2361, -7.8948, 0.1497], [-1.4275, -6.1814, 0.1471]], "lowdin_spin": [1.053, 0.002, 0.074, 0.063, 0.062, 0.314, 0.396, 0.014, 0.292, 0.212, 0.318, 0.260, 0.246, 0.023, 0.291, 0.168, 0.125, -0.006, -0.002, -0.002, 0.002, 0.000, 0.002, 0.001, 0.009, 0.001, 0.001, 0.009, 0.001, 0.001, 0.016, -0.004, 0.007, 0.008, 0.011, 0.004, 0.001, 0.000, 0.000, 0.001, 0.000, 0.000, 0.001, 0.000, 0.001, -0.001, 0.015, 0.034, 0.078, 0.085, 0.260, -0.010, 0.194, 0.110, 0.244, 0.000, 0.000, 0.000, 0.002, 0.010, -0.004, 0.006]}



{"formula": "C20H14F6N2O6", "method": "ωB97M-V/def2-TZVPD", "fmax_ha_per_bohr": 0.038, "gap_ha": 0.3335, "symbols": ["C", "C", "O", "N", "C", "O", "C", "C", "C", "C", "C", "C", "O", "C", "F", "F", "C", "F", "F", "C", "F", "F", "C", "O", "O", "C", "C", "O", "H", "H", "H", "H", "H", "H", "H", "H", "H", "N", "C", "C", "C", "C", "C", "H", "H", "H", "H", "H"], "xyz": [[5.0798, -0.1573, 0.0461], [4.0410, -0.6067, -1.0274], [3.0650, -1.5009, -0.4880], [1.8571, -0.8659, -0.3240], [0.9145, -1.4925, 0.5466], [1.0566, -2.5109, 1.1580], [-0.2670, -0.5357, 0.3929], [-1.2956, -0.2089, 1.2333], [-2.2028, 0.7363, 0.7537], [-2.0797, 1.3192, -0.4892], [-1.0269, 0.9879, -1.3474], [-0.8604, 1.6263, -2.7098], [-1.7839, 1.5749, -3.4828], [0.4239, 2.4053, -3.1717], [0.2911, 2.5970, -4.4995], [1.5690, 1.7167, -3.0139], [0.6111, 3.8335, -2.5655], [1.7693, 4.2943, -3.0851], [-0.3533, 4.6475, -3.0411], [0.7614, 3.9084, -1.0078], [1.7438, 4.7942, -0.7589], [1.1775, 2.7496, -0.4639], [-0.4904, 4.4476, -0.2417], [-0.3122, 5.0100, 0.8001], [-1.7633, 4.3254, -0.7404], [-0.1468, 0.0412, -0.8881], [1.0783, -0.6218, -1.5068], [1.3596, -0.9406, -2.6244], [4.5593, -0.2129, 1.0097], [5.9681, -0.7909, 0.0035], [5.3147, 0.8954, -0.1548], [4.5303, -1.1209, -1.8633], [3.6058, 0.3094, -1.4449], [-1.3663, -0.6663, 2.2138], [-3.0492, 1.0456, 1.3645], [-2.8125, 2.0515, -0.8140], [-1.9380, 4.9885, -1.4231], [-2.4470, -2.8732, 2.5276], [-1.9772, -3.9193, 1.8470], [-2.1181, -5.2341, 2.2619], [-2.7810, -5.4786, 3.4527], [-3.2756, -4.4062, 4.1770], [-3.0838, -3.1308, 3.6717], [-1.4622, -3.6796, 0.9235], [-1.7180, -6.0437, 1.6673], [-2.9108, -6.4918, 3.8122], [-3.7984, -4.5552, 5.1119], [-3.4565, -2.2610, 4.2026]], "lowdin_charge": [-0.054, -0.214, -0.052, 0.022, -0.307, 0.159, -0.054, 0.012, -0.029, -0.012, -0.085, -0.187, 0.183, -0.356, 0.147, 0.146, -0.333, 0.152, 0.151, -0.345, 0.149, 0.162, -0.356, 0.201, 0.090, -0.025, -0.319, 0.171, 0.078, 0.069, 0.071, 0.124, 0.108, 0.107, 0.119, 0.120, 0.131, 0.054, -0.143, -0.063, -0.079, -0.074, -0.151, 0.099, 0.104, 0.106, 0.101, 0.103]}